[1]
Below is a cluster of 2 separate species, C6H12O in total in a non-equilibrium geometry, with properties calculated with ωB97M-V/def2-TZVPD.

Summary:
Kohn-Sham gap	9.838	eV
LUMO level	1.0	eV
strongest force on any atom	3.4	eV/Å
SMILES	C=CC/C=C/C.O

Structure (ORCA input):
```
! RIJCOSX wB97M-V def2-TZVPD def2/J DEFGRID3
* xyz 0 1
C 3.183 1.327 0.249
C 2.274 0.379 0.529
C 1.129 0.100 -0.426
C 0.718 -1.395 -0.466
C -0.505 -1.686 0.001
C -0.783 -2.914 0.805
H 3.911 1.552 1.023
H 3.174 1.964 -0.622
H 2.573 -0.488 1.107
H 0.321 0.733 -0.070
H 1.141 0.431 -1.484
H 1.375 -2.204 -0.166
H -1.323 -0.966 -0.089
H -1.207 -2.678 1.771
H -1.407 -3.658 0.263
H 0.165 -3.461 0.900
O -4.807 4.025 -0.800
H -4.885 4.987 -0.784
H -5.046 3.952 -1.740
*
```

Here are the Mulliken charges for atoms 1 to 6, given in e: -0.72 -0.28 -0.39 -0.44 -0.04 -1.11



[2]
Below is an isolated molecule of C6H11O2PS2 in a non-equilibrium geometry, with properties calculated with ωB97M-V/def2-TZVPD.

Summary:
<S²>	2.007
Kohn-Sham gap (alpha / beta)	6.397 / 6.883	eV
LUMO level (alpha / beta)	0.5 / -2.2	eV
strongest force on any atom	7.1	eV/Å

Structure (ORCA input):
```
! RIJCOSX wB97M-V def2-TZVPD def2/J DEFGRID3
* xyz 0 3
C -3.492 0.406 0.791
C 3.172 0.225 1.232
C 1.957 -0.752 1.237
C 2.975 1.139 0.042
C 0.661 -0.036 1.350
C -4.541 1.458 1.013
O 0.638 2.594 0.525
O 0.623 0.929 -1.327
P -1.963 0.838 0.402
S -0.899 -0.990 0.542
S 1.052 1.357 -0.022
H -3.758 -0.489 1.299
H 3.176 0.898 2.034
H 4.177 -0.218 0.938
H 1.874 -1.153 0.201
H 2.020 -1.583 1.959
H 3.351 2.109 0.034
H 3.215 0.588 -0.792
H 0.176 0.312 2.236
H -4.022 2.491 0.922
H -4.952 1.496 2.053
H -5.475 1.292 0.345
*
```

Here are the Mulliken charges for atoms 1 to 6, given in e: -0.20 -0.59 -0.82 -0.97 -0.48 -0.95



[3]
Below is a structure of composition C20H28EuF3O5S in a non-equilibrium geometry, with properties calculated with ωB97M-V/def2-TZVPD.

Summary:
<S²>	12.029
Kohn-Sham gap (alpha / beta)	5.743 / 3.607	eV
LUMO level (alpha / beta)	-0.6 / -2.3	eV
strongest force on any atom	2.7	eV/Å

Structure (ORCA input):
```
! RIJCOSX wB97M-V def2-TZVPD def2/J DEFGRID3
* xyz 0 7
O 3.247 -0.260 -0.057
C 3.932 -1.538 0.155
C 4.965 -0.905 1.095
H 4.314 -1.914 -0.808
H 3.271 -2.288 0.621
C 4.338 0.436 0.615
H 6.019 -1.003 0.826
H 4.724 -1.206 2.103
C 5.198 1.145 -0.428
H 5.700 0.422 -1.064
H 5.961 1.800 0.007
H 4.584 1.793 -1.056
C 3.802 1.361 1.662
H 3.315 0.766 2.435
H 3.076 2.024 1.185
H 4.630 1.945 2.075
Eu 1.148 -2.034 -2.021
C -0.793 -1.186 1.061
C -1.119 -2.533 0.749
C 0.019 -3.336 1.069
H -2.059 -2.922 0.373
C 1.017 -2.469 1.598
C 0.537 -1.131 1.543
H 1.098 -0.232 1.830
H -1.463 -0.332 0.966
H 0.094 -4.414 0.963
H 1.960 -2.797 2.021
C -0.582 1.487 -0.890
C 0.437 2.125 -0.132
C 1.659 2.061 -0.889
H 0.317 2.592 0.823
C 1.395 1.379 -2.098
C 0.006 1.063 -2.125
H -0.547 0.662 -2.968
H -1.608 1.367 -0.592
H 2.603 2.518 -0.641
H 2.131 1.208 -2.879
O 4.068 -2.170 -2.659
C 5.526 -2.155 -2.833
C 5.933 -3.164 -3.926
H 6.051 -2.494 -1.924
H 5.838 -1.155 -3.122
C 4.598 -3.706 -4.461
H 6.521 -3.988 -3.487
H 6.546 -2.656 -4.687
C 3.489 -3.140 -3.560
H 4.552 -4.798 -4.416
H 4.462 -3.372 -5.497
H 3.034 -3.934 -2.943
H 2.733 -2.643 -4.180
F -3.776 -3.081 -1.962
C -2.694 -3.309 -2.755
F -1.897 -4.218 -2.111
F -3.090 -3.824 -3.930
S -1.721 -1.733 -3.098
O -2.558 -0.881 -3.864
O -1.332 -1.335 -1.714
O -0.482 -2.256 -3.776
*
```

Here are the Mulliken charges for atoms 1 to 6, given in e: -0.04 0.54 -1.18 -0.35 0.08 1.36



[4]
Below is the ion C7H9N2O2 with charge +1 in a non-equilibrium geometry, with properties calculated with ωB97M-V/def2-TZVPD.

Summary:
Kohn-Sham gap	9.255	eV
LUMO level	-5.1	eV
strongest force on any atom	6.3	eV/Å
SMILES	C#CC(=O)/[NH+]=C(/C)NC(C)=O

Structure (ORCA input):
```
! RIJCOSX wB97M-V def2-TZVPD def2/J DEFGRID3
* xyz 1 1
C 1.074 -0.612 -4.654
C 0.826 -0.480 -3.503
C 0.451 0.215 -1.857
O 0.117 1.338 -1.792
N 0.457 -0.870 -0.982
C 0.008 -0.812 0.257
C 0.154 -2.074 1.044
N -0.272 0.426 0.697
C -0.676 0.817 2.082
C -0.851 2.288 2.189
O -0.705 -0.076 2.859
H 1.121 -0.816 -5.676
H 0.575 -1.634 -1.617
H 0.590 -2.796 0.489
H -0.829 -2.305 1.635
H 0.891 -1.995 1.745
H -0.205 1.297 0.133
H 0.106 2.907 1.942
H -1.066 2.414 3.228
H -1.764 2.768 1.778
*
```

Here are the Mulliken charges for atoms 1 to 6, given in e: 0.18 -1.01 0.70 -0.45 -0.10 0.75



[5]
Below is the ion C4H7N2 with charge +1 in a non-equilibrium geometry, with properties calculated with ωB97M-V/def2-TZVPD.

Summary:
Kohn-Sham gap (alpha / beta)	9.502 / 9.502	eV
LUMO level (alpha / beta)	-6.0 / -6.0	eV
strongest force on any atom	7.7	eV/Å
SMILES	C=[N+]1N=C[C@H]1C

Structure (ORCA input):
```
! RIJCOSX wB97M-V def2-TZVPD def2/J DEFGRID3
* xyz 1 1
C -1.619 -1.492 -0.213
N -1.282 -0.259 -0.095
N -2.100 0.750 0.365
C -0.992 1.735 0.052
C -0.118 0.611 -0.433
C 1.172 0.300 0.341
H -2.496 -1.979 0.178
H -0.821 -2.195 -0.716
H -1.139 2.824 0.066
H 0.214 0.552 -1.576
H 1.016 -0.009 1.300
H 1.768 1.124 0.320
H 1.707 -0.427 -0.162
*
```

Here are the Mulliken charges for atoms 1 to 6, given in e: -0.06 0.54 -0.59 -0.09 0.17 -1.49



[6]
Below is a cluster of 15 separate species, C83H201N11O23 in total in a non-equilibrium geometry, with properties calculated with ωB97M-V/def2-TZVPD.

Summary:
Kohn-Sham gap	8.762	eV
LUMO level	0.6	eV
strongest force on any atom	3.6	eV/Å

Structure (ORCA input):
```
! RIJCOSX wB97M-V def2-TZVPD def2/J DEFGRID3
* xyz 0 1
C 2.478 -2.000 4.219
C 3.534 -3.133 4.433
C 3.337 -3.822 5.821
C 1.982 -4.598 5.916
C 1.950 -5.670 4.802
C 2.247 -5.119 3.377
N 3.436 -4.251 3.436
O 3.726 -3.774 2.114
C 2.796 -6.331 2.580
C 0.986 -4.663 2.560
C 4.878 -2.486 4.420
H 2.582 -1.256 5.014
H 1.421 -2.325 4.185
H 2.693 -1.503 3.215
H 4.195 -4.435 6.104
H 3.316 -3.006 6.640
H 1.198 -3.858 5.914
H 1.852 -5.105 6.873
H 0.930 -6.096 4.821
H 2.787 -6.380 5.016
H 3.771 -6.565 2.842
H 2.222 -7.246 2.715
H 2.824 -6.147 1.497
H 0.476 -5.611 2.371
H 0.267 -3.997 3.102
H 1.276 -4.196 1.571
H 5.040 -1.924 3.470
H 5.657 -3.228 4.368
H 5.113 -1.855 5.269
H 2.969 -3.231 1.769
C -0.547 -6.305 -1.087
C 0.518 -6.971 -2.031
C -0.226 -7.672 -3.202
C -0.672 -6.636 -4.235
C 0.506 -5.775 -4.812
C 1.078 -4.995 -3.640
N 1.515 -6.009 -2.596
O 2.125 -5.412 -1.469
C 2.303 -4.216 -4.074
C 0.045 -4.007 -3.157
C 1.250 -8.103 -1.225
H -0.123 -5.763 -0.219
H -1.028 -7.109 -0.559
H -1.331 -5.814 -1.618
H 0.449 -8.410 -3.567
H -1.078 -8.230 -2.787
H -1.392 -5.912 -3.914
H -1.230 -7.137 -5.063
H 0.176 -5.053 -5.545
H 1.198 -6.448 -5.292
H 2.641 -3.634 -3.232
H 3.049 -4.915 -4.525
H 1.927 -3.555 -4.845
H 0.571 -3.277 -2.491
H -0.314 -3.460 -4.020
H -0.818 -4.303 -2.550
H 0.522 -8.816 -0.789
H 1.754 -7.610 -0.420
H 2.071 -8.627 -1.764
H 3.035 -5.729 -1.374
C 6.100 1.648 4.489
C 5.733 2.825 3.545
C 5.606 2.291 2.090
C 4.356 1.392 1.932
C 3.142 2.195 2.324
C 3.161 2.693 3.727
N 4.418 3.452 3.877
O 4.432 4.030 5.143
C 2.085 3.793 3.878
C 2.923 1.652 4.812
C 6.805 3.949 3.628
H 7.080 1.305 4.133
H 5.460 0.803 4.346
H 6.211 2.026 5.526
H 5.587 3.153 1.443
H 6.501 1.660 1.988
H 4.540 0.533 2.559
H 4.231 0.946 0.960
H 2.190 1.725 2.137
H 3.069 3.118 1.690
H 2.120 4.326 4.807
H 2.206 4.525 3.044
H 1.125 3.354 3.759
H 3.247 2.009 5.795
H 1.882 1.366 4.870
H 3.470 0.768 4.586
H 7.771 3.623 3.209
H 6.881 4.344 4.644
H 6.374 4.703 3.034
H 4.639 3.298 5.744
C -1.590 6.969 2.314
C -2.861 6.239 2.733
O -3.641 5.596 1.711
H -1.723 7.771 1.587
H -0.832 6.286 1.994
H -1.314 7.479 3.246
H -3.584 6.959 3.205
H -2.537 5.514 3.475
H -3.659 6.222 0.950
C 5.687 -1.616 -4.246
C 5.564 -2.403 -5.519
O 4.930 -1.543 -6.539
H 4.794 -1.518 -3.607
H 5.977 -0.597 -4.574
H 6.464 -1.945 -3.566
H 5.035 -3.336 -5.372
H 6.524 -2.550 -5.972
H 4.087 -1.305 -6.093
C -6.783 1.506 4.182
C -6.583 2.980 4.529
O -6.038 3.236 5.842
H -7.586 1.403 3.449
H -7.134 0.977 5.114
H -5.903 1.062 3.811
H -7.543 3.517 4.453
H -5.849 3.425 3.890
H -6.144 2.452 6.389
C -1.439 5.069 6.657
C -2.882 4.736 6.440
O -3.082 3.618 5.539
H -0.803 5.179 5.713
H -1.004 4.233 7.233
H -1.403 5.996 7.278
H -3.364 5.565 5.991
H -3.377 4.527 7.429
H -4.041 3.461 5.348
C -6.426 3.371 -7.601
O -5.304 3.437 -8.421
C -4.267 2.492 -8.227
C -3.109 3.055 -7.448
N -3.480 3.543 -6.116
C -2.410 3.921 -5.177
C -3.077 4.019 -3.816
O -2.172 4.491 -2.871
C -2.688 4.461 -1.532
H -7.050 2.529 -7.913
H -6.941 4.289 -7.812
H -6.115 3.347 -6.506
H -3.857 2.158 -9.204
H -4.726 1.588 -7.774
H -2.696 3.934 -8.019
H -2.264 2.343 -7.339
H -4.115 4.288 -6.306
H -1.946 4.839 -5.515
H -1.684 3.158 -5.242
H -3.448 3.016 -3.569
H -3.924 4.693 -3.885
H -2.711 3.443 -1.109
H -3.709 4.963 -1.548
H -1.921 5.074 -0.926
C -1.638 -3.750 -7.315
O -0.810 -2.866 -6.606
C 0.085 -2.168 -7.481
C 1.165 -1.454 -6.748
N 0.532 -0.453 -5.906
C 1.500 0.292 -5.125
C 0.823 1.127 -4.080
O 0.170 0.305 -3.121
C -0.739 1.073 -2.376
H -1.052 -4.606 -7.679
H -2.125 -3.241 -8.151
H -2.412 -4.127 -6.640
H -0.446 -1.496 -8.172
H 0.573 -2.970 -8.071
H 1.809 -0.970 -7.509
H 1.779 -2.074 -6.071
H -0.205 -0.838 -5.302
H 2.140 0.922 -5.837
H 2.214 -0.339 -4.601
H 0.078 1.744 -4.631
H 1.407 1.798 -3.532
H -0.325 2.061 -2.072
H -1.001 0.508 -1.460
H -1.643 1.127 -3.056
C 4.029 0.609 -1.654
O 2.796 0.234 -1.126
C 2.376 -1.067 -1.522
C 1.292 -1.514 -0.562
N 1.587 -1.265 0.838
C 0.355 -1.312 1.633
C -0.136 -0.075 2.426
O -0.508 0.928 1.515
C -1.325 1.970 2.103
H 4.162 0.701 -2.725
H 4.854 -0.094 -1.454
H 4.326 1.486 -1.201
H 3.190 -1.755 -1.533
H 1.916 -1.036 -2.476
H 1.183 -2.602 -0.630
H 0.281 -1.114 -0.836
H 2.003 -0.388 1.041
H 0.324 -2.165 2.294
H -0.446 -1.521 0.968
H 0.709 0.194 3.173
H -1.023 -0.359 3.025
H -1.994 1.601 2.830
H -1.888 2.386 1.254
H -0.741 2.670 2.683
C -9.070 3.239 -0.242
O -8.824 1.897 0.304
C -9.509 0.807 -0.140
C -9.017 0.277 -1.449
N -7.775 -0.428 -1.235
C -7.101 -0.717 -2.476
C -6.336 0.429 -2.981
O -7.156 1.517 -3.232
C -6.551 2.793 -3.306
H -8.862 3.246 -1.314
H -8.384 3.923 0.168
H -10.105 3.493 -0.061
H -10.598 0.938 -0.132
H -9.296 0.031 0.620
H -8.991 1.172 -2.077
H -9.671 -0.431 -1.946
H -7.240 0.255 -0.729
H -7.893 -1.012 -3.166
H -6.397 -1.552 -2.331
H -5.728 0.125 -3.860
H -5.562 0.702 -2.170
H -6.157 3.135 -2.365
H -7.313 3.494 -3.720
H -5.679 2.691 -3.946
C 5.425 -7.403 -0.286
O 5.160 -5.993 -0.478
C 6.117 -5.375 -1.338
C 7.314 -4.885 -0.570
N 7.010 -3.892 0.431
C 6.739 -2.524 -0.023
C 8.068 -1.952 -0.641
O 7.880 -0.540 -0.808
C 8.962 0.080 -1.429
H 4.617 -7.680 0.355
H 6.452 -7.534 0.037
H 5.294 -8.021 -1.205
H 5.570 -4.537 -1.813
H 6.268 -6.137 -2.177
H 8.058 -4.508 -1.296
H 7.782 -5.745 -0.104
H 6.345 -4.278 1.085
H 6.410 -1.957 0.859
H 5.911 -2.486 -0.799
H 8.361 -2.441 -1.570
H 8.798 -2.221 0.157
H 9.905 -0.218 -0.903
H 8.889 1.109 -1.306
H 9.066 -0.068 -2.474
C -2.465 -3.482 3.364
O -3.542 -2.624 3.334
C -4.191 -2.412 4.587
C -3.931 -0.883 5.044
N -2.542 -0.623 5.529
C -2.306 0.727 5.975
C -0.819 0.815 6.130
O -0.323 -0.291 6.930
C -0.719 -0.309 8.228
H -2.658 -4.457 3.733
H -1.675 -3.113 3.968
H -2.085 -3.563 2.333
H -3.866 -3.139 5.356
H -5.244 -2.615 4.440
H -4.598 -0.535 5.873
H -4.216 -0.252 4.158
H -2.182 -1.288 6.171
H -2.918 1.052 6.857
H -2.692 1.386 5.197
H -0.404 1.762 6.516
H -0.350 0.696 5.188
H -0.187 -1.065 8.851
H -1.774 -0.604 8.395
H -0.431 0.649 8.721
C -4.712 2.146 1.144
O -4.489 1.013 0.388
C -4.470 -0.146 1.179
C -4.320 -1.313 0.210
N -3.104 -1.240 -0.540
C -2.544 -2.524 -1.104
C -3.615 -3.219 -1.991
O -4.074 -2.375 -3.040
C -3.066 -2.125 -3.946
H -5.780 2.148 1.385
H -4.474 2.987 0.538
H -4.132 2.258 2.103
H -5.428 -0.216 1.708
H -3.777 -0.067 2.058
H -5.194 -1.244 -0.462
H -4.407 -2.227 0.738
H -3.167 -0.485 -1.198
H -2.272 -3.213 -0.292
H -1.588 -2.327 -1.541
H -4.521 -3.525 -1.405
H -3.228 -4.174 -2.345
H -2.713 -3.016 -4.511
H -2.215 -1.561 -3.482
H -3.611 -1.504 -4.672
C 2.355 3.260 -0.917
O 2.022 4.558 -0.430
C 0.683 4.988 -0.687
C 0.770 6.490 -0.903
N 1.180 7.116 0.319
C 1.326 8.526 0.361
C 2.571 9.182 -0.209
O 2.414 9.273 -1.615
C 3.518 9.762 -2.365
H 1.758 2.520 -0.384
H 3.418 3.155 -0.626
H 2.127 3.195 -1.981
H 0.037 4.654 0.121
H 0.369 4.619 -1.687
H -0.201 6.930 -1.190
H 1.511 6.665 -1.729
H 1.931 6.665 0.821
H 1.276 8.957 1.347
H 0.482 8.952 -0.195
H 3.476 8.629 0.055
H 2.751 10.192 0.222
H 3.172 9.652 -3.402
H 4.342 9.058 -2.243
H 3.762 10.776 -2.118
*
```

Here are the Mulliken charges for atoms 1 to 6, given in e: -0.26 1.82 -1.46 -0.50 -1.08 1.80